Entry 1:
C19H14Cl2N4O2Sc as an isolated structure. Source: OMol25; level of theory: the ωB97M-V functional and the def2-TZVPD basis.

Last column: Mulliken charge in e.
Geometry (Å):
C1 1.320 2.504 -0.554  0.0585
O1 -3.408 -1.236 0.408  -0.6692
C2 -2.082 1.215 -0.421  0.4629
C3 -1.104 2.216 -0.578  0.5042
H1 -3.235 -3.670 0.287  0.5037
H2 0.498 -5.726 -0.359  0.4226
H3 -0.586 -0.075 3.894  0.4277
N1 -1.571 -0.116 -0.475  0.0023
C4 -2.811 3.889 -0.372  -0.6854
H4 -4.810 3.174 -0.085  0.4013
C5 2.632 1.734 -0.620  0.6601
C6 3.747 -0.282 -0.855  -0.0158
N2 -0.215 -2.455 -0.487  0.0256
C7 5.007 1.701 -0.473  -0.2972
C8 -3.771 2.905 -0.221  -0.6568
H5 -1.533 -0.305 2.383  0.0602
C9 -0.646 -0.587 2.941  -0.1236
C10 4.972 0.329 -0.696  -0.7555
C11 -0.101 -4.828 -0.306  -0.7705
H6 -1.944 -5.828 0.165  0.4674
O2 1.374 3.691 -0.311  -0.6746
Cl1 -0.582 -2.315 3.188  -0.0951
C12 -1.475 3.553 -0.550  -0.6516
C13 -1.527 -2.507 -0.193  0.5698
C14 -2.290 -1.200 -0.069  -0.0955
C15 3.821 2.413 -0.428  -0.6064
H7 -3.094 4.933 -0.353  0.3997
H8 -4.163 0.797 -0.128  0.4783
C16 -2.183 -3.700 0.047  -0.5655
C17 -3.414 1.563 -0.244  -0.6738
C18 0.481 -3.600 -0.534  -0.0302
H9 3.779 3.478 -0.255  0.4950
H10 -0.730 4.322 -0.669  0.4852
Sc1 0.451 -0.303 -0.650  0.5505
C19 -1.459 -4.878 -0.017  -0.2917
H11 5.954 2.205 -0.336  0.4561
H12 3.678 -1.351 -1.021  0.4004
H13 1.538 -3.524 -0.764  0.3951
Cl2 0.789 0.001 2.009  0.0292
N3 2.592 0.402 -0.817  -0.0528
H14 5.877 -0.259 -0.740  0.4146
N4 0.222 1.718 -0.743  0.0409

Computed properties:
- Energy relative to the best compared isomer or geometry (same formula, charge and spin): 0.0 kcal/mol
- Charge: +1
- Largest force on an atom: 0.536 eV/Å
- Orbital gap: 0.2532 Ha
- Molecular weight: 446.21 g mol⁻¹

=====

Entry 2:
C17H6Cl60NO2P as an isolated structure. Source: OMol25; level of theory: the ωB97M-V functional and the def2-TZVPD basis.

Last column: Mulliken charge in e.
Geometry (Å):
Cl1 6.934 3.790 8.624  -0.0986
Cl2 -0.515 6.836 9.722  -0.1007
Cl3 5.399 -6.353 6.048  -0.0926
Cl4 8.173 1.387 3.413  -0.1003
Cl5 -0.078 7.551 6.945  -0.0950
Cl6 -1.576 -8.716 -2.117  -0.0919
C1 -1.436 -7.272 -3.141  0.3254
Cl7 5.509 -3.773 4.724  -0.0040
Cl8 -3.843 1.750 -13.159  -0.0758
C2 -1.926 -4.005 8.255  0.2822
Cl9 -7.313 -3.058 -7.829  -0.1041
Cl10 -3.544 -3.338 8.574  -0.0902
Cl11 -1.992 -5.371 -9.049  -0.1058
H1 0.516 -1.838 -1.535  0.0426
Cl12 5.370 1.525 4.137  0.1030
Cl13 -5.846 3.621 -12.210  -0.0997
Cl14 -8.616 -0.703 -6.748  -0.0962
Cl15 2.444 -0.568 8.706  -0.1171
Cl16 6.805 -0.988 4.367  -0.0802
Cl17 6.182 0.089 1.747  -0.0775
Cl18 3.935 5.563 1.121  -0.0609
C3 2.575 9.194 -0.951  0.3475
Cl19 3.852 2.667 1.251  -0.0253
Cl20 -5.392 0.209 5.857  -0.1003
H2 -0.191 -3.551 -2.953  0.1129
Cl21 -0.289 2.798 2.232  -0.0835
Cl22 -7.251 -0.560 -9.304  -0.0539
H3 -2.308 -0.589 -2.008  0.1582
C4 -7.225 -1.289 -7.683  0.2908
Cl23 -1.624 0.104 -7.540  -0.0349
P1 -0.131 -0.658 -2.026  0.4438
C5 5.380 3.790 7.764  0.2737
Cl24 -6.395 1.958 -14.522  -0.1007
Cl25 4.414 2.395 8.284  -0.0365
Cl26 2.974 0.164 5.948  -0.0177
C6 -2.026 -0.215 -9.240  0.1932
Cl27 -1.806 -3.707 -6.674  -0.0284
Cl28 -0.641 -7.707 -4.668  -0.0803
Cl29 -5.720 -0.838 -6.852  -0.0442
Cl30 -4.397 -4.288 -7.841  0.0094
Cl31 6.369 4.063 1.612  -0.0678
Cl32 2.124 6.557 8.550  -0.0425
Cl33 3.042 9.520 0.732  -0.1016
Cl34 2.962 -5.121 5.066  -0.0708
Cl35 4.498 5.289 8.132  -0.0844
Cl36 -3.749 0.119 -9.515  0.0400
Cl37 -1.818 -5.640 8.942  -0.1010
C7 2.013 -0.885 7.010  -0.0132
Cl38 -1.635 -4.083 6.506  -0.0562
C8 -0.973 -3.112 -3.655  -0.2011
Cl39 -2.914 -6.383 -6.492  -0.1059
Cl40 4.914 -6.164 3.194  -0.1009
H4 -1.840 -2.616 -3.104  0.3158
C9 -5.584 2.025 -12.943  0.3089
C10 -3.709 -0.358 5.827  0.2754
Cl41 -3.617 -1.886 4.930  -0.0935
Cl42 0.286 -0.552 6.765  0.0980
C11 -2.777 -4.938 -7.514  0.2323
N1 -1.554 -0.553 -1.295  -0.5235
C12 4.818 4.069 0.745  0.2497
Cl43 -2.695 0.861 5.018  -0.0355
C13 -0.439 1.029 2.276  0.1436
O1 -0.310 -2.136 -4.541  -0.2870
Cl44 -1.684 -1.917 -9.617  -0.0560
Cl45 5.117 3.982 -1.004  -0.1176
H5 0.617 0.522 -1.710  0.0974
C14 -0.254 -0.848 -3.910  0.4103
C15 6.632 0.504 3.416  0.2409
H6 -1.459 -3.921 -4.338  0.0095
Cl46 3.504 10.247 -2.038  -0.0951
C16 4.696 -5.353 4.759  0.2391
Cl47 0.840 9.514 -1.156  -0.0936
Cl48 -0.702 -2.968 9.014  -0.0481
O2 -0.282 0.142 -4.676  -0.4593
Cl49 -0.468 -6.042 -2.305  -0.0813
Cl50 -3.057 -6.619 -3.473  -0.0873
Cl51 0.150 0.424 3.840  0.1546
Cl52 -1.045 0.832 -10.287  -0.1092
Cl53 2.914 7.495 -1.340  -0.0587
Cl54 -2.142 0.573 2.063  -0.0884
C17 0.641 7.536 8.569  0.3210
Cl55 -6.253 0.769 -11.880  -0.0647
Cl56 0.531 0.320 0.966  -0.1908
Cl57 2.352 -2.583 6.621  0.0400
Cl58 5.673 3.690 6.014  -0.0470
Cl59 1.033 9.198 9.059  -0.0999
Cl60 -3.149 -0.611 7.501  -0.0810

Computed properties:
- Largest force on an atom: 4.739 eV/Å
- Orbital gap: 0.3256 Ha
- Molecular weight: 2414.39 g mol⁻¹

=====

Entry 3:
One molecule with the formula C10H17N. Source: OMol25; level of theory: the ωB97M-V functional and the def2-TZVPD basis.

Last column: Mulliken charge in e.
Geometry (Å):
C1 -0.823 -0.648 -1.087  -1.5352
C2 1.175 0.876 -1.742  -1.1730
H1 0.672 -2.504 -0.363  0.3861
H2 1.047 -0.712 2.609  0.4580
H3 2.001 1.422 -1.285  0.5118
H4 -0.223 2.423 -2.049  0.3429
C3 0.373 -1.937 0.492  -1.2039
C4 -1.031 -1.462 0.252  0.2155
N1 0.355 1.741 -2.644  -0.7392
C5 0.952 0.052 1.792  -1.1451
H5 -1.698 -0.082 -1.470  0.4910
C6 0.370 0.294 -0.615  1.5691
C7 -0.508 0.623 1.575  0.1758
H6 -0.945 1.316 2.320  0.3793
H7 -2.461 0.004 0.913  0.3931
H8 -0.398 1.116 -2.941  0.3709
H9 -1.743 -2.282 0.221  0.4115
H10 1.636 0.091 -2.425  0.3632
C8 1.193 -0.603 0.418  -0.2995
H11 -0.444 -1.301 -1.909  0.3514
H12 -1.733 -0.976 2.322  0.4005
H13 0.547 2.109 0.470  0.3543
H14 2.289 -0.734 0.233  0.3547
C9 -0.228 1.358 0.283  -1.5867
H15 1.719 0.864 2.088  0.3039
C10 -1.531 -0.485 1.311  -1.1226
H16 -1.085 1.881 -0.223  0.4932
H17 0.522 -2.445 1.457  0.4790

Computed properties:
- Energy relative to the best compared isomer or geometry (same formula, charge and spin): 29.8 kcal/mol
- SMILES string: NC[C@@]12C[C@@H]3C[C@@H](C[C@H]1C3)C2
- Largest force on an atom: 2.027 eV/Å
- Orbital gap: 0.3771 Ha
- Molecular weight: 151.25 g mol⁻¹

=====

Entry 4:
One molecule with the formula C6H4O3. Source: OMol25; level of theory: the ωB97M-V functional and the def2-TZVPD basis.

Last column: Mulliken charge in e.
Geometry (Å):
H1 -3.182 0.448 -3.600  0.3728
H2 0.085 1.120 1.542  0.1884
C1 -0.526 -0.015 -0.301  0.1769
C2 -1.103 -1.068 -2.028  -0.1201
C3 -2.066 -0.364 -2.341  0.2819
O1 -3.230 -0.314 -2.996  -0.4431
H3 2.340 -0.332 1.839  0.2798
O2 -2.253 1.649 -0.583  -0.4130
C4 1.474 -0.448 1.178  -0.6552
H4 1.411 -1.314 0.594  0.2549
C5 0.387 0.254 0.859  -0.3373
C6 -1.511 0.775 -0.646  0.7515
O3 -0.139 -1.124 -1.117  -0.3376

Computed properties:
- Energy relative to the best compared isomer or geometry (same formula, charge and spin): 120.8 kcal/mol
- SMILES string: C=CC(=C=O)OC#CO
- Largest force on an atom: 4.885 eV/Å
- Orbital gap: 0.2753 Ha
- Molecular weight: 124.09 g mol⁻¹

=====

Entry 5:
One molecule with the formula C3H5NOS2. Source: OMol25; level of theory: the ωB97M-V functional and the def2-TZVPD basis.

Last column: Mulliken charge in e.
Geometry (Å):
N1 -0.733 0.276 0.150  -0.0425
S1 -2.380 -0.864 2.020  -0.3153
C1 1.888 0.230 -0.464  -0.7400
C2 -1.176 0.082 1.446  0.0381
H1 2.732 0.935 -0.663  0.2831
H2 -0.588 0.824 2.030  0.3008
H3 1.813 -0.429 -1.350  0.2864
C3 -1.292 -0.500 -0.911  0.1781
O1 -0.843 -0.435 -2.030  -0.4742
H4 -2.145 -1.173 -0.530  0.2059
S2 0.552 1.368 -0.205  0.0190
H5 2.172 -0.314 0.505  0.2606

Computed properties:
- Energy relative to the best compared isomer or geometry (same formula, charge and spin): 25.2 kcal/mol
- SMILES string: CSN(C=O)C=S
- Largest force on an atom: 1.956 eV/Å
- Orbital gap: 0.3205 Ha
- Molecular weight: 135.21 g mol⁻¹